Density functional theory data (ωB97M-V/def2-TZVPD) for C61H65N13 as an isolated structure.

The geometry in XYZ format:
```
139
Properties=species:S:1:pos:R:3:forces:R:3
N -4.5461 1.7897 -2.3740 -0.1 1.0 1.0
C -3.4708 1.1584 -2.8988 0.2 0.6 0.2
C -2.4508 1.2756 -1.9490 -0.2 -0.7 -3.8
C -2.8831 2.0424 -0.9077 -0.6 0.9 0.0
C -4.1834 2.3472 -1.1498 -1.5 0.4 -0.6
H -5.4999 1.7472 -2.7035 0.3 0.1 -0.1
H -3.6300 0.6375 -3.8314 0.6 -0.1 0.1
H -1.4708 0.8576 -2.1262 -1.8 0.1 0.9
H -2.2593 2.4532 -0.1276 -1.0 -1.5 -1.1
H -4.9141 2.9061 -0.5841 0.1 0.0 0.0
N 1.4599 0.9450 1.8844 1.1 1.5 -0.2
C 1.4663 1.9938 2.7503 1.4 0.8 0.4
C 2.3533 2.9431 2.3375 0.6 -0.5 -0.6
C 2.8461 2.4586 1.1116 2.1 -2.0 0.5
C 2.3502 1.1575 0.8650 1.3 2.5 2.7
H 0.8549 0.1556 2.0605 1.1 0.8 -1.0
H 0.8398 1.9294 3.6277 2.3 1.5 -1.7
H 2.5437 3.9420 2.7014 -0.1 -0.2 0.4
H 3.5257 2.9675 0.4441 0.2 0.0 0.1
H 2.5253 0.4418 0.0753 0.5 2.1 1.3
N -0.3591 5.3231 0.5254 -0.9 0.3 -0.5
C 0.1430 4.1783 1.0743 -0.8 0.4 -0.5
C -0.8865 3.2779 1.2210 0.6 2.0 -0.7
C -2.0826 3.9345 0.7249 0.9 2.0 0.4
C -1.7297 5.1922 0.2560 1.1 -1.1 0.6
H 0.2092 6.0870 0.1885 -0.1 -0.2 0.1
H 1.2053 3.9887 1.1178 -0.8 0.7 0.3
H -0.8152 2.2571 1.5663 1.1 1.8 -1.2
H -3.0379 3.4442 0.6093 0.0 1.5 0.7
H -2.2687 5.8725 -0.3867 0.0 0.2 0.4
N 0.1790 3.3107 -2.8720 -1.4 0.3 0.5
C 0.0862 3.1345 -1.5108 4.5 3.0 -1.5
C 1.4279 2.8195 -1.1306 -2.8 1.9 0.2
C 2.2049 2.7106 -2.2645 1.0 0.3 -0.7
C 1.4020 2.9518 -3.3401 -0.1 1.2 -1.1
H -0.6225 3.6310 -3.3965 0.4 -0.2 -0.3
H -0.7750 3.2800 -0.8755 0.6 2.5 -1.4
H 1.7724 2.7062 -0.1133 -1.1 0.3 -1.7
H 3.2614 2.4926 -2.3166 0.0 -0.1 0.0
H 1.5648 2.9292 -4.4075 0.2 0.0 0.1
N 1.1498 -3.2777 -2.2623 0.4 2.5 0.1
C 0.8463 -1.9173 -2.3635 -1.2 -4.8 1.0
C -0.4768 -1.4882 -2.5093 0.4 -1.9 1.0
C -1.4830 -2.4144 -2.6338 1.4 -0.2 -1.9
C -1.1325 -3.7804 -2.7072 0.9 -0.3 0.2
C 0.1847 -4.1856 -2.4180 -1.1 1.9 -1.3
H 1.6619 -1.2195 -2.2441 -0.8 -2.1 -0.1
H -0.5883 -0.4177 -2.5984 -1.3 -2.0 1.0
H -2.4402 -2.0132 -2.9325 0.0 -0.4 0.1
H -1.8135 -4.5608 -3.0134 -0.3 0.2 0.1
H 0.5150 -5.2061 -2.5440 -0.1 -0.2 0.4
N 1.9071 -1.1010 3.6319 -3.5 -0.9 3.9
C 1.3859 -1.6247 2.5218 -4.8 -1.1 7.3
C 0.2833 -2.4184 2.4220 -1.6 -3.0 5.1
C -0.4575 -2.6330 3.6259 2.2 -1.0 -1.9
C 0.0316 -2.1006 4.7864 1.3 0.4 1.0
C 1.1861 -1.3112 4.7843 0.6 -2.0 -1.6
H 1.8362 -1.1910 1.6412 -3.3 1.7 0.9
H -0.1137 -2.7874 1.4879 0.0 -0.9 0.9
H -1.3777 -3.1977 3.6521 0.9 -0.1 -0.4
H -0.5039 -2.2751 5.7079 0.1 0.2 0.0
H 1.5764 -0.9921 5.7394 0.3 0.4 -0.1
N 6.1907 -1.0903 -2.3049 -2.4 0.3 2.1
C 5.5902 -0.8286 -3.4681 -0.7 0.0 0.0
C 4.2172 -0.5255 -3.6426 0.8 0.3 1.1
C 3.4068 -0.3981 -2.4951 2.3 0.5 -1.1
C 4.0057 -0.5745 -1.2766 2.0 -0.6 0.2
C 5.3499 -0.9922 -1.1902 1.2 0.7 -2.4
H 6.2835 -0.9003 -4.2930 -0.2 0.1 -0.5
H 3.8107 -0.2731 -4.6109 0.1 -0.3 -0.1
H 2.3657 -0.1324 -2.6041 2.1 0.5 0.4
H 3.3858 -0.5576 -0.3924 2.3 0.4 -0.5
H 5.8555 -1.2286 -0.2656 -0.3 0.2 0.1
N -1.6020 1.0849 2.3889 0.9 3.7 7.1
C -2.1998 2.2363 2.8294 -0.7 -0.6 2.9
C -1.9058 2.9003 4.0611 -0.4 -1.8 -2.1
C -0.8539 2.3853 4.7880 0.1 -1.2 0.5
C -0.1721 1.2070 4.3771 -3.3 1.0 1.0
C -0.6244 0.6122 3.1590 -0.6 1.3 1.0
H -2.9354 2.6877 2.1801 -0.2 -0.7 0.5
H -2.4848 3.7478 4.3971 0.1 0.1 -0.2
H -0.6160 2.9215 5.6948 0.4 -0.3 0.2
H 0.6258 0.8219 4.9947 -0.2 -0.1 -0.3
H -0.1636 -0.2979 2.8044 -0.9 -0.1 0.9
N 1.4856 -0.5083 -4.0579 -1.4 1.0 -3.3
C 0.7390 0.2794 -3.3135 0.1 2.9 -5.4
C -0.4734 0.8564 -3.8123 1.9 0.7 -2.4
C -0.8122 0.5635 -5.1139 -0.8 1.3 1.2
C -0.0310 -0.2500 -5.8983 -0.5 -0.1 -0.7
C 1.0982 -0.7319 -5.3359 1.1 -0.8 0.5
H 1.1028 0.6579 -2.3696 -0.2 -0.1 -0.7
H -1.0291 1.6044 -3.2664 0.8 -0.5 -1.1
H -1.6469 1.1072 -5.5311 -0.3 -0.2 -0.2
H -0.3313 -0.4370 -6.9187 0.3 -0.1 -0.1
H 1.8004 -1.3127 -5.9156 0.1 -0.3 -0.1
N -2.5262 -1.7773 4.9421 -2.2 -1.5 -0.4
C -3.0927 -2.9994 4.5655 0.2 2.9 -0.3
C -3.4076 -3.2860 3.2315 -0.5 1.3 0.5
C -3.2871 -2.2336 2.2752 -0.1 -1.7 2.3
C -2.7133 -1.0431 2.6867 -1.5 -0.7 -0.1
C -2.3043 -0.8401 3.9988 -2.0 -2.7 1.2
H -3.2498 -3.7160 5.3581 0.1 0.0 0.1
H -3.7662 -4.2853 3.0337 -0.1 0.0 -0.5
H -3.4910 -2.4026 1.2282 -0.6 0.0 1.2
H -2.5098 -0.3167 1.9139 -1.1 -0.6 1.2
H -1.6750 -0.0203 4.3123 -1.6 -0.6 0.7
N 2.7007 -1.4966 1.1204 13.1 -3.7 -5.1
C 3.5708 -1.2735 2.1332 4.3 1.0 -0.4
C 4.7140 -1.9986 2.4005 -0.5 -1.5 -1.3
C 5.0550 -3.0185 1.4832 -0.9 0.6 -1.0
C 4.2551 -3.2131 0.3235 -0.6 0.4 1.9
C 3.0253 -2.5062 0.2045 1.3 0.0 2.2
H 3.3398 -0.4770 2.8250 0.6 0.2 -1.1
H 5.3128 -1.8636 3.2892 -0.1 0.4 0.0
H 5.9916 -3.5492 1.5706 0.0 -0.1 0.0
H 4.6717 -3.8446 -0.4473 -0.6 -0.2 -0.2
H 2.3114 -2.5972 -0.6008 0.4 -0.5 -0.2
N -4.4153 -2.7164 -2.3547 -0.5 0.4 1.7
C -3.6162 -3.4126 -1.4903 -0.4 1.7 0.3
C -2.8374 -2.7865 -0.4653 -2.0 -0.1 -2.5
C -2.9902 -1.4060 -0.3612 -1.3 -0.7 0.0
C -3.8957 -0.6846 -1.1521 -0.5 -1.8 0.5
C -4.6374 -1.3818 -2.1121 1.9 -1.7 0.5
H -3.5174 -4.4661 -1.7068 -0.1 -0.1 0.1
H -2.1802 -3.3431 0.1863 0.1 -0.2 -0.2
H -2.4922 -0.9243 0.4673 -1.5 -0.8 -1.5
H -4.0186 0.3756 -0.9867 -0.6 -1.3 0.6
H -5.2838 -0.8278 -2.7767 -0.3 -0.4 -0.2
N 0.5847 0.6547 -1.0032 1.0 -1.0 4.5
C 1.2250 -0.4010 -0.4344 -4.2 -0.6 -0.8
C 0.5978 -1.1925 0.5108 -2.8 0.9 -4.0
C -0.6777 -0.8208 0.9069 1.0 0.0 -2.3
C -1.2630 0.3285 0.3959 2.1 0.2 -1.0
C -0.5265 1.1257 -0.4802 0.4 -3.8 2.0
H 2.1780 -0.7662 -0.7877 -1.8 0.6 -0.3
H 1.0179 -2.1434 0.8033 -0.9 0.8 -2.4
H -1.1609 -1.4903 1.6031 -0.2 0.7 -0.8
H -2.1189 0.7294 0.9185 -0.2 -0.6 -2.5
H -0.8424 2.1151 -0.7762 0.3 -3.0 0.5
```
Positions in Å, forces in eV/Å.

Values from the calculation:
* HOMO: -6.83 eV
* multiplicity: 1
* total energy: -3073.6748 hartree
* ΔE to the lowest compared entry with this formula, charge and spin: 3805.0 kJ/mol

Results of the Löwdin charge analysis, in e, for atoms 1 through 5: 0.03, -0.10, -0.16, -0.16, -0.08